1.
{"formula": "C12H16N5O6Pd", "method": "ωB97M-V with the def2-TZVPD basis set", "symbols": ["Pd", "C", "C", "C", "O", "C", "O", "O", "H", "H", "H", "H", "H", "H", "H", "C", "C", "N", "O", "C", "C", "N", "O", "H", "H", "H", "H", "H", "H", "H", "N", "C", "O", "C", "C", "N", "C", "N", "H", "H"], "xyz": [[-0.67896, -1.21909, 1.28168], [1.38567, 1.54663, 1.84646], [1.67448, 0.02587, 2.27615], [2.77133, 0.05995, 3.33001], [0.50330, -0.66923, 2.84912], [2.11052, -0.75852, 1.01969], [3.22955, -0.72926, 0.51213], [1.15062, -1.47021, 0.53970], [1.73885, 2.23431, 2.67777], [0.33265, 1.83918, 1.59573], [2.04925, 1.87110, 1.01799], [2.47100, 0.13337, 4.35284], [3.43581, 0.94032, 3.08242], [3.49271, -0.81619, 3.27462], [0.24720, -0.22515, 3.68748], [-3.90557, -0.33967, -1.34758], [-2.98566, -0.57568, -0.16656], [-1.73391, -0.76001, -0.38899], [-1.23055, -0.74309, -1.67377], [-3.37740, -0.51749, 1.18041], [-4.79502, -0.36052, 1.53252], [-2.42049, -0.75048, 2.12191], [-2.65956, -0.74884, 3.33602], [-3.28154, 0.12090, -2.09237], [-4.76226, 0.31297, -1.09147], [-4.16139, -1.27601, -1.89377], [-0.27716, -0.60253, -1.56357], [-5.42308, -1.08496, 1.00895], [-5.24653, 0.49405, 1.07695], [-4.98969, -0.47622, 2.57693], [3.49188, -0.65674, -2.68387], [2.24998, -0.07540, -2.91874], [1.34910, -0.25828, -2.09008], [2.15549, 0.79749, -4.06499], [0.88463, 1.27055, -4.52061], [-0.13136, 1.50750, -5.06417], [3.28657, 1.33301, -4.65013], [4.20866, 1.90387, -5.11581], [3.56395, -1.10913, -1.77234], [4.27692, -0.16834, -3.07868]], "e_homo_ev": [-4.129, -4.129], "charge": -1, "relative_energy_kj_mol": 112.4, "spin_multiplicity": 3, "s2": 2.03, "orbital_gap_ev": [5.88, 3.89]}



2.
{"formula": "C15H19N9O2S", "method": "ωB97M-V with the def2-TZVPD basis set", "symbols": ["C", "C", "N", "C", "C", "C", "C", "C", "C", "O", "N", "N", "C", "C", "C", "C", "C", "S", "N", "N", "N", "C", "N", "O", "N", "C", "N", "H", "H", "H", "H", "H", "H", "H", "H", "H", "H", "H", "H", "H", "H", "H", "H", "H", "H", "H"], "xyz": [[-0.71146, -3.53173, -1.12615], [0.17899, -2.35826, -0.71526], [-0.49227, -1.24363, -0.05670], [-1.11943, -1.56163, 1.22261], [-0.11448, -2.06112, 2.25234], [-1.41499, -0.53543, -0.94195], [-1.71129, 0.82541, -0.41452], [-0.90074, 1.91331, -0.10710], [0.57351, 2.09909, -0.18884], [1.08154, 3.18231, -0.38719], [1.24233, 0.92405, -0.00973], [2.56815, 0.67955, -0.02362], [3.45889, 1.58674, -0.16076], [4.83584, 1.20386, -0.15879], [5.93248, 2.01828, -0.29004], [7.14851, 1.31404, -0.24387], [6.96881, -0.02490, -0.07887], [5.31053, -0.45841, 0.02448], [-1.69939, 2.92638, 0.30595], [-2.90852, 2.55780, 0.28431], [-2.97056, 1.28143, -0.15040], [-4.19556, 0.66246, -0.24254], [-4.41749, -0.58570, -0.54795], [-5.74067, -0.76471, -0.49813], [-6.39020, 0.37291, -0.15484], [-5.47562, 1.29795, 0.01513], [-5.67660, 2.58183, 0.32325], [-1.17187, -3.99771, -0.25876], [-0.10618, -4.27922, -1.63163], [-1.49665, -3.21044, -1.80630], [0.67398, -1.95118, -1.60162], [0.96205, -2.70919, -0.04163], [-1.93742, -2.28795, 1.10479], [-1.56094, -0.63139, 1.59473], [0.75410, -1.40753, 2.27731], [-0.57756, -2.06249, 3.23564], [0.21355, -3.07325, 2.03308], [-0.92512, -0.42781, -1.91576], [-2.36298, -1.07339, -1.07815], [0.69374, 0.05496, 0.10758], [3.25203, 2.64743, -0.28106], [5.85868, 3.08379, -0.41462], [8.11377, 1.78029, -0.32924], [7.71834, -0.78841, -0.01095], [-6.60060, 2.88643, 0.56742], [-4.86124, 3.14516, 0.51831]], "e_homo_ev": -8.110, "charge": 0, "orbital_gap_ev": 8.07, "smiles": "CCN(CC)Cc1c(C(=O)N/N=C/c2cccs2)nnn1-c1nonc1N"}



3.
{"formula": "C35H104N16O14", "method": "ωB97M-V with the def2-TZVPD basis set", "symbols": ["C", "C", "O", "H", "H", "H", "H", "H", "H", "C", "C", "O", "H", "H", "H", "H", "H", "H", "C", "C", "O", "H", "H", "H", "H", "H", "H", "C", "O", "N", "N", "H", "H", "H", "H", "C", "O", "N", "N", "H", "H", "H", "H", "C", "O", "N", "N", "H", "H", "H", "H", "C", "O", "N", "N", "H", "H", "H", "H", "C", "O", "N", "N", "H", "H", "H", "H", "C", "C", "C", "O", "C", "N", "H", "H", "H", "H", "H", "H", "H", "H", "H", "H", "H", "C", "C", "C", "O", "C", "N", "H", "H", "H", "H", "H", "H", "H", "H", "H", "H", "H", "C", "C", "C", "O", "C", "N", "H", "H", "H", "H", "H", "H", "H", "H", "H", "H", "H", "C", "C", "C", "O", "C", "N", "H", "H", "H", "H", "H", "H", "H", "H", "H", "H", "H", "C", "C", "C", "O", "C", "N", "H", "H", "H", "H", "H", "H", "H", "H", "H", "H", "H", "C", "C", "C", "O", "C", "N", "H", "H", "H", "H", "H", "H", "H", "H", "H", "H", "H"], "xyz": [[-0.48502, -6.80979, -1.11006], [0.67500, -5.87279, -1.31147], [1.61792, -6.31413, -0.28503], [-0.25093, -7.72731, -1.64992], [-1.31222, -6.50273, -1.75002], [-0.85366, -6.80628, -0.08429], [0.36648, -4.82802, -1.27438], [1.05674, -6.05591, -2.31588], [1.12440, -6.39724, 0.53419], [-1.36012, 5.80582, -2.84755], [-2.36773, 5.47505, -4.04284], [-1.84314, 5.77837, -5.21688], [-0.84681, 6.75428, -3.00581], [-0.60610, 5.02023, -2.89664], [-1.85996, 5.56355, -1.90970], [-3.38948, 5.84582, -3.96144], [-2.59075, 4.41080, -4.11856], [-1.65931, 4.95979, -5.68348], [2.47914, -1.14331, 4.40905], [3.50290, -2.13376, 3.84734], [3.39700, -3.34081, 4.59834], [2.28924, -0.62373, 3.46986], [2.90995, -0.35580, 5.02739], [1.62696, -1.68306, 4.82202], [4.50195, -1.70728, 3.75726], [3.25104, -2.38847, 2.81787], [3.87798, -3.22794, 5.42146], [5.12029, 1.13298, 0.99446], [5.13910, 1.14989, -0.15902], [6.12371, 1.56536, 1.65731], [4.10910, 1.05013, 1.77858], [5.97777, 1.71839, 2.64493], [7.04369, 1.79366, 1.30856], [4.07470, 1.34069, 2.74528], [3.21473, 0.83928, 1.35937], [-5.24625, 1.87814, -2.54525], [-5.51722, 0.96794, -3.34546], [-5.52023, 1.98222, -1.26384], [-4.61663, 2.93851, -3.00644], [-5.32778, 2.85873, -0.80039], [-6.04439, 1.21708, -0.86395], [-4.31765, 2.93323, -3.97115], [-4.53819, 3.73897, -2.39553], [-0.19669, 2.00559, -6.83890], [-0.82861, 2.07684, -7.89227], [0.98779, 2.44074, -6.76446], [-0.54720, 1.41791, -5.73339], [1.26894, 2.42327, -5.79453], [1.43587, 2.99937, -7.47667], [-1.44448, 0.95574, -5.77048], [0.11002, 1.31161, -4.97386], [-3.33962, -0.88048, -5.77095], [-2.95981, 0.18354, -6.25415], [-3.17227, -2.06123, -6.34279], [-4.15903, -0.89165, -4.85331], [-2.40774, -2.15753, -6.99571], [-3.57583, -2.82880, -5.82502], [-4.28036, -0.00911, -4.37742], [-4.91361, -1.56227, -4.88460], [2.65464, 2.18412, -3.09234], [2.26257, 2.16511, -4.24838], [3.69389, 1.50942, -2.75956], [1.87764, 2.57486, -2.06440], [4.22083, 1.14924, -3.54231], [4.09622, 1.45748, -1.83460], [2.25970, 2.88009, -1.18068], [0.88120, 2.54538, -2.22669], [4.87869, 5.55552, -2.08871], [4.63610, 6.10143, -0.68651], [3.07809, 5.97670, -0.42936], [2.59047, 4.69314, -0.20767], [1.19837, 4.76730, 0.27684], [5.28714, 5.24851, 0.25199], [4.08036, 4.90099, -2.43853], [5.82876, 5.03797, -2.22132], [4.78451, 6.39065, -2.78282], [5.06260, 7.10448, -0.67742], [2.48604, 6.30998, -1.28171], [2.85739, 6.55332, 0.46892], [1.33709, 5.35758, 1.18261], [0.68861, 3.80817, 0.36792], [0.61555, 5.51814, -0.25671], [6.17070, 5.11899, -0.21986], [4.76960, 4.40637, 0.04451], [0.21626, -1.70108, 0.95574], [0.39924, -0.32750, 0.26420], [-0.89524, 0.12817, -0.59050], [-0.80994, 1.36418, -1.35093], [-1.52754, 1.46262, -2.52992], [0.56979, 0.72555, 1.24491], [-0.02731, -2.49819, 0.25332], [-0.64146, -1.63332, 1.62494], [1.16969, -1.90272, 1.44399], [1.24690, -0.21930, -0.41248], [-1.78220, 0.25963, 0.02927], [-1.03323, -0.74484, -1.22841], [-1.38436, 0.65930, -3.25260], [-1.43589, 2.40215, -3.07489], [-2.58567, 1.33134, -2.30361], [0.25941, 1.57873, 0.80237], [-0.16622, 0.51676, 1.90430], [4.01896, -2.39396, -1.08592], [3.55877, -3.71707, -1.65598], [2.77288, -3.41321, -3.02808], [1.59644, -2.59471, -2.84153], [1.36177, -1.91609, -4.16942], [4.66793, -4.63719, -1.88534], [4.56815, -1.80536, -1.82079], [4.76057, -2.51685, -0.29659], [3.19327, -1.83612, -0.64417], [2.96960, -4.17474, -0.86130], [2.36218, -4.34821, -3.40913], [3.42496, -3.07640, -3.83397], [1.07571, -2.61201, -4.95808], [2.14440, -1.33396, -4.65596], [0.73706, -1.02640, -4.09024], [4.33577, -5.41517, -2.43716], [5.29701, -4.17799, -2.52839], [-5.38788, -0.05232, 6.12557], [-3.94365, 0.13292, 6.59509], [-2.91995, 0.03394, 5.39542], [-1.57031, 0.29592, 5.76968], [-0.54905, 0.16951, 4.73498], [-3.94832, 1.48749, 7.17373], [-5.57051, -1.07225, 5.78723], [-5.55083, 0.52385, 5.21476], [-6.12536, 0.13092, 6.90701], [-3.67167, -0.59869, 7.35591], [-3.22642, 0.79810, 4.68112], [-2.99496, -0.91339, 4.86153], [0.40542, 0.22569, 5.25834], [-0.64552, 1.06623, 4.12287], [-0.66752, -0.68228, 4.06525], [-3.88292, 2.11588, 6.38572], [-3.14686, 1.64834, 7.76691], [-4.51272, 4.00191, 3.57476], [-4.66478, 2.93609, 2.52755], [-3.25540, 2.31532, 2.04229], [-2.27747, 3.29527, 1.62961], [-2.54974, 4.06586, 0.51298], [-5.67260, 1.93476, 2.98908], [-3.93998, 4.86781, 3.24266], [-3.97576, 3.68401, 4.46847], [-5.45033, 4.42463, 3.93569], [-5.16035, 3.43467, 1.69453], [-3.26003, 1.51070, 1.30700], [-2.79215, 1.85621, 2.91562], [-3.29147, 4.85918, 0.60561], [-2.60991, 3.47637, -0.40189], [-1.69104, 4.73588, 0.55558], [-6.02542, 1.16943, 2.43239], [-6.42448, 2.36953, 3.50459], [1.34886, -9.22122, 2.79265], [0.44941, -8.30937, 3.69600], [-0.17018, -7.24737, 2.68623], [0.81286, -6.39097, 2.08259], [1.35963, -5.33973, 2.94580], [-0.78155, -8.92361, 4.19650], [0.80970, -9.68636, 1.96740], [1.66697, -10.15213, 3.26202], [2.20544, -8.61312, 2.50182], [1.03414, -7.98537, 4.55693], [-0.95427, -6.60580, 3.08834], [-0.82440, -7.67480, 1.92635], [1.51092, -4.50012, 2.26737], [2.18768, -5.56756, 3.61701], [0.66747, -4.87576, 3.64846], [-0.64241, -9.73576, 4.78059], [-1.34838, -9.36352, 3.48567]], "e_homo_ev": -8.099, "charge": 0, "relative_energy_kj_mol": 336.8, "orbital_gap_ev": 8.16}



no.,calculated total energy (Ha)
1,-1319.8574
2,-1624.3423
3,-3325.1257